(1)
ORCA calculation (ωB97M-V with the def2-TZVPD basis set) on C4H7NS in the gas phase.

```
13
Properties=species:S:1:pos:R:3:forces:R:3:nbo_charge:R:1
C -1.06559 0.22781 1.75650 0.91 -1.04 2.81 -0.44
C -0.52227 -0.43166 0.79384 2.66 -2.13 -0.01 0.17
N 0.58759 -1.58377 0.54514 -1.07 1.72 1.64 -0.60
C -0.01646 -0.73596 -0.46157 -0.07 -0.97 -4.40 -0.15
C 0.77437 0.24233 -1.29881 1.42 1.82 1.94 -0.51
S -0.18156 1.68144 -1.88464 -0.22 -0.18 0.92 -0.02
H -1.85593 0.90160 1.60459 -0.74 1.00 -0.13 0.22
H -0.71583 -0.03865 2.80475 -0.85 0.52 -1.34 0.22
H 1.53202 -1.28194 0.84466 -0.75 0.25 -0.22 0.35
H -0.56508 -1.32593 -1.18339 -0.80 -0.32 0.22 0.21
H 1.61233 0.51019 -0.57189 -0.67 0.40 -1.23 0.20
H 1.20539 0.00366 -2.25577 0.28 -1.41 0.02 0.23
H -0.78897 1.83088 -0.69341 -0.09 0.36 -0.22 0.12
```
Forces are in eV/Å.

Properties
molar mass	101.174	g/mol
HOMO level	-9.26	eV
frontier orbital gap	10.2	eV
total charge	0

(2)
ORCA calculation (ωB97M-V with the def2-TZVPD basis set) on a molecular structure, C29H57AsBr2NO6PPdSSi3.

```
102
Properties=species:S:1:pos:R:3:forces:R:3:lowdin_charge:R:1
Pd 0.74406 -0.74144 -0.09219 0.60 -0.11 -1.41 0.27
C -1.93717 -2.93641 2.65788 0.09 0.05 0.09 -0.03
C -2.53497 -2.41580 1.38200 0.02 0.18 -0.17 -0.34
C -3.72548 -3.01109 0.90742 0.02 -0.02 0.00 -0.03
C -4.35700 -2.47714 -0.17145 -0.04 -0.05 -0.02 -0.04
C -3.83289 -1.32255 -0.78846 -0.05 0.06 -0.07 -0.20
C -4.49524 -0.63097 -1.83180 0.20 0.06 0.06 -0.64
Br -6.12680 -1.27774 -2.54514 -0.08 -0.01 -0.04 0.75
C -3.96781 0.52833 -2.31781 -0.08 -0.02 -0.04 -0.18
C -2.75370 1.02590 -1.83128 -0.10 -0.09 0.02 -0.60
Br -2.11625 2.62409 -2.60848 0.03 0.07 0.00 0.84
C -1.98183 0.37768 -0.86159 0.00 -0.12 0.13 -0.47
O -0.82857 0.78142 -0.48253 -0.19 0.20 -0.02 -0.21
C -2.60229 -0.82198 -0.29782 0.08 -0.01 0.28 -0.15
N -1.96843 -1.39417 0.77100 -0.30 -0.12 0.05 0.15
H -2.72529 -3.26642 3.33533 -0.01 0.02 0.00 0.08
H -1.35706 -2.15904 3.14485 0.03 0.03 0.03 0.06
H -1.28140 -3.79463 2.49999 0.04 -0.05 -0.08 0.06
H -4.13906 -3.86511 1.42807 0.00 -0.02 0.00 0.11
H -5.27998 -2.90003 -0.54441 0.00 -0.01 0.02 0.07
H -4.47830 1.07284 -3.10021 -0.01 0.00 0.01 0.09
C -2.78550 1.97478 2.78890 -0.04 0.06 0.06 -0.02
C -1.73700 3.03994 2.51299 0.19 -0.10 0.00 -0.59
C -2.02434 3.75181 1.20356 -0.15 0.06 -0.01 -0.03
C -1.58918 4.00008 3.68149 -0.10 0.07 0.00 -0.02
O -0.49717 2.26711 2.41745 0.16 -0.18 -0.02 -0.14
P 0.90329 2.71484 1.87974 -0.31 0.50 -0.66 0.31
O 0.96298 3.69488 0.78005 0.11 0.02 0.20 -0.25
O 1.50253 1.30806 1.51786 1.56 0.21 0.03 -0.55
O 1.61946 3.21673 3.20875 0.21 -0.06 0.15 -0.16
C 2.78923 4.09388 3.25283 -0.35 -0.10 0.07 -0.61
C 3.80396 3.68537 2.20054 0.18 0.11 0.09 -0.05
C 2.31774 5.52800 3.05543 0.03 -0.02 0.02 -0.02
C 3.34147 3.88014 4.65332 0.09 0.10 0.00 -0.02
H -3.76660 2.43803 2.90580 0.00 0.00 -0.01 0.09
H -2.54374 1.43226 3.70406 0.01 0.00 0.00 0.09
H -2.82412 1.26582 1.96296 0.02 -0.02 -0.05 0.08
H -3.02593 4.18399 1.26298 0.00 0.00 -0.03 0.10
H -1.99216 3.04824 0.37160 0.02 -0.02 0.04 0.05
H -1.31011 4.54680 1.00024 0.03 -0.02 0.04 0.08
H -2.52370 4.54476 3.82964 0.01 0.00 0.01 0.09
H -0.79581 4.72535 3.49764 0.00 0.00 -0.06 0.08
H -1.35062 3.45571 4.59568 -0.01 -0.02 0.00 0.09
H 3.42733 3.85206 1.19167 -0.05 0.02 -0.01 0.08
H 4.06750 2.63715 2.33338 -0.11 -0.08 0.00 0.04
H 4.71420 4.27404 2.34081 -0.01 0.00 -0.06 0.10
H 1.83167 5.63362 2.08743 -0.02 -0.02 -0.03 0.08
H 3.16606 6.21341 3.10223 0.02 -0.02 0.01 0.09
H 1.61397 5.80098 3.84344 0.00 -0.01 -0.01 0.09
H 3.73942 2.87112 4.77220 -0.04 -0.02 -0.04 0.08
H 2.55028 4.02836 5.38778 0.00 0.02 0.00 0.09
H 4.14116 4.59510 4.85442 0.01 -0.01 0.00 0.09
C 5.45729 2.44728 -1.23689 -0.03 0.00 -0.07 -0.21
Si 5.27110 0.89982 -0.19499 -0.06 0.82 0.46 0.42
C 5.85301 -0.64684 -1.07867 -0.14 0.19 0.12 -0.18
C 6.29095 1.18588 1.34828 0.10 -0.13 -0.04 -0.21
As 2.81116 0.65347 0.20557 -1.16 -0.90 0.84 1.08
Si 2.93834 -1.04394 1.91918 0.06 0.13 -0.03 0.35
C 1.33494 -1.69945 2.62845 -0.15 -0.03 0.01 -0.22
C 3.65482 -0.13119 3.39756 0.04 -0.07 0.07 -0.20
C 4.05445 -2.44651 1.37274 0.07 -0.07 0.12 -0.22
Si 1.39939 0.47573 -2.18897 -0.87 -0.53 0.43 0.42
C 1.31202 2.33284 -2.20501 0.13 -0.04 -0.02 -0.25
C 2.95852 -0.10161 -3.04497 0.05 0.06 -0.12 -0.23
C 0.05213 -0.33699 -3.22222 0.11 0.18 -0.17 -0.19
H 6.48431 2.80894 -1.13480 0.02 -0.04 -0.04 0.03
H 4.80060 3.25105 -0.89488 -0.01 -0.09 0.04 0.02
H 5.26374 2.29455 -2.29932 -0.05 -0.05 0.02 0.03
H 6.86662 -0.40120 -1.41660 -0.03 0.01 0.00 0.05
H 5.26250 -0.90296 -1.95058 -0.05 -0.04 -0.09 0.01
H 5.91675 -1.51541 -0.43024 0.00 0.00 0.05 0.01
H 7.28441 1.48075 0.99573 0.05 -0.04 0.01 0.04
H 6.41103 0.30484 1.97807 -0.03 -0.04 -0.03 0.03
H 5.91617 2.00327 1.96128 0.02 -0.03 -0.06 0.01
H 0.53290 -0.95887 2.61098 0.02 0.07 -0.01 0.03
H 1.56198 -1.90070 3.68065 -0.06 -0.04 0.05 0.05
H 0.95700 -2.62218 2.19186 0.07 0.05 -0.05 0.00
H 2.90313 0.57008 3.76729 -0.01 0.00 -0.01 0.03
H 4.57988 0.41611 3.23315 0.03 -0.01 -0.07 0.00
H 3.83911 -0.86919 4.18598 0.00 0.04 0.02 0.04
H 3.85079 -2.79460 0.35858 -0.04 0.02 -0.02 0.02
H 3.93844 -3.29162 2.05917 -0.03 0.01 -0.03 0.04
H 5.10095 -2.14621 1.42689 0.05 0.00 0.00 0.01
H 2.32182 2.74579 -2.14106 0.03 0.04 0.01 0.02
H 0.71175 2.75575 -1.40139 0.01 -0.07 0.00 -0.01
H 0.87657 2.62860 -3.16321 0.01 0.05 0.00 0.02
H 3.83740 0.50915 -2.84750 0.04 0.02 0.07 -0.01
H 2.74591 -0.01381 -4.11747 0.02 -0.02 0.03 0.05
H 3.16003 -1.15200 -2.84033 0.02 -0.08 0.02 0.02
H -0.87868 -0.59054 -2.72467 0.08 0.04 0.05 0.00
H 0.46396 -1.21875 -3.71630 -0.03 -0.03 -0.01 0.03
H -0.20889 0.40738 -3.98227 0.01 -0.07 -0.13 0.04
C 0.96427 -4.28916 0.12539 0.13 -0.28 -0.17 -0.23
S 0.80916 -2.94373 -1.03354 -0.17 0.98 0.54 0.72
C -0.75847 -3.42160 -1.75144 0.11 -0.27 -0.13 -0.21
O 1.86007 -3.16446 -2.04992 0.16 -0.16 -0.26 -0.50
H 1.05698 -5.18368 -0.49110 0.00 -0.13 0.13 0.07
H 0.11054 -4.35433 0.79393 -0.08 0.09 0.00 0.04
H 1.87971 -4.12164 0.68773 0.01 -0.06 -0.01 0.03
H -1.44515 -3.75980 -0.97864 -0.02 0.03 0.06 0.05
H -0.51056 -4.22113 -2.45012 -0.17 -0.07 -0.04 0.07
H -1.18355 -2.57037 -2.27000 0.03 0.01 -0.08 0.04
```
Forces are in eV/Å.

Properties
molar mass	1004.225	g/mol
HOMO level	-6.82	eV
frontier orbital gap	5.9	eV
total charge	0

(3)
ORCA calculation (ωB97M-V with the def2-TZVPD basis set) on a molecular structure, C3H5NO2S3.

```
14
Properties=species:S:1:pos:R:3:forces:R:3:nbo_charge:R:1
C -2.05379 0.17752 0.40067 -0.86 0.40 -0.15 0.03
C 1.86176 -0.01600 -1.23953 0.37 0.26 -0.02 -0.23
C 1.35559 0.46750 1.08456 0.12 -0.08 -0.02 -0.15
H -3.34760 -0.13400 -1.50629 0.02 0.04 0.03 0.17
H -1.71190 -1.31263 1.56861 0.08 0.10 -0.02 0.49
H 1.40211 -0.47367 -2.11644 0.01 0.11 0.12 0.21
H 2.78891 0.50288 -1.51238 -0.02 -0.12 -0.02 0.18
H 1.15178 0.91538 2.05022 0.00 -0.07 -0.16 0.24
N 2.04145 -0.60050 1.00761 -0.17 0.40 0.33 -0.12
O -1.50860 -0.36760 1.49103 0.05 -0.08 0.03 -0.66
O 2.13416 -1.04845 -0.30313 -0.01 -0.27 -0.26 -0.38
S -2.97667 -0.99747 -0.55577 0.23 0.12 0.08 0.02
S -1.85947 1.74921 0.04162 -1.46 -0.22 0.57 -0.03
S 0.72227 1.13782 -0.41077 1.64 -0.59 -0.51 0.21
```
Forces are in eV/Å.

Properties
molar mass	183.279	g/mol
HOMO level	-8.06	eV
frontier orbital gap	8.1	eV
total charge	0

(4)
ORCA calculation (ωB97M-V with the def2-TZVPD basis set) on C9H7BrO2 in the gas phase.

```
19
Properties=species:S:1:pos:R:3:forces:R:3:nbo_charge:R:1
C -1.50803 -1.03960 -1.06841 0.11 0.09 0.20 -0.13
C -2.36597 -1.33927 -0.00891 -0.22 -0.14 0.03 -0.26
C -0.38424 -0.26878 -0.85969 -0.04 -0.11 -0.29 -0.27
C -2.08736 -0.87708 1.25139 -0.02 0.00 0.05 -0.11
C 1.06800 1.03785 0.69149 0.54 0.27 -0.31 -0.48
C -0.09029 0.23673 0.40578 0.01 -0.02 0.26 0.19
C -0.95526 -0.07276 1.49833 -0.30 -0.24 -0.25 -0.35
C -0.60737 0.54965 2.72249 0.15 0.29 0.41 -0.08
C 2.22304 1.05948 0.01035 -0.26 0.27 0.38 0.65
O 2.48098 0.33567 -1.08852 0.32 0.14 0.05 -0.67
O 3.29065 1.81258 0.37723 0.16 -0.20 -0.39 -0.69
Br -1.31302 -0.22437 4.27496 -0.27 -0.18 -0.03 0.05
H -1.73239 -1.41081 -2.05838 0.01 0.00 -0.07 0.22
H -3.25020 -1.93591 -0.18043 -0.05 -0.03 -0.02 0.22
H 0.26994 -0.03108 -1.68291 0.00 -0.02 -0.07 0.23
H -2.76026 -1.09625 2.06747 -0.01 -0.03 0.08 0.22
H 1.01199 1.60202 1.61345 0.15 0.01 -0.04 0.26
H 3.41092 0.46921 -1.32434 -0.12 -0.02 0.01 0.50
H 3.09801 2.33022 1.16640 -0.17 -0.10 0.00 0.50
```
Forces are in eV/Å.

Properties
molar mass	227.057	g/mol
HOMO level (alpha / beta)	-7.84 / -7.84	eV
frontier orbital gap (alpha / beta)	6.9 / 6.9	eV
total charge	0

(5)
ORCA calculation (ωB97M-V with the def2-TZVPD basis set) on a gas-phase ion, C4H7N2 (charge +1).

```
13
Properties=species:S:1:pos:R:3:forces:R:3:nbo_charge:R:1
C -0.64649 -2.32858 0.10618 0.87 -0.16 0.22 0.24
C -1.27830 -0.23602 -0.53719 -0.92 1.02 -0.77 0.30
C 0.18788 -0.09511 -0.40938 1.22 -3.67 0.06 -0.17
C 0.82899 0.87699 0.55106 0.50 2.99 0.97 -0.66
N -1.70800 -1.45447 -0.31244 0.90 1.49 0.58 -0.50
N 0.40695 -1.55578 0.10878 -0.14 -0.84 -0.10 -0.56
H -1.78756 0.70887 -0.86349 -0.38 -1.40 0.41 0.27
H 0.67811 -0.16787 -1.45142 -0.88 0.67 1.26 0.32
H 1.93658 1.01527 0.26528 -1.66 -0.63 0.92 0.28
H 0.61013 0.64097 1.65141 0.74 -0.18 -1.70 0.27
H 0.44275 1.96967 0.50855 0.28 -1.81 -0.52 0.27
H -2.60113 -1.91415 -0.13703 -0.49 1.04 -0.79 0.48
H 1.22877 -2.10717 0.42109 -0.03 1.46 -0.53 0.47
```
Forces are in eV/Å.

Properties
molar mass	83.114	g/mol
HOMO level	-14.21	eV
frontier orbital gap	8.2	eV
total charge	+1

(6)
ORCA calculation (ωB97M-V with the def2-TZVPD basis set) on C4H8NOP in the gas phase.

```
15
Properties=species:S:1:pos:R:3:forces:R:3:nbo_charge:R:1
C -1.17213 -1.57086 -0.03140 -1.08 0.59 -1.23 -0.59
C -0.78520 -0.20266 0.61411 -1.15 -0.28 -1.59 -0.50
C 0.55700 0.40775 0.39364 2.64 3.30 -1.56 0.19
C 1.53587 0.39359 1.54933 -1.14 -1.56 0.14 0.39
O 1.57085 -0.41680 2.44533 -0.09 0.44 -0.42 -0.51
N 1.09953 1.29902 -0.49252 -2.44 -3.23 1.93 -0.67
P 0.15476 1.63597 -1.88635 -0.80 1.33 0.78 0.50
H -1.56271 -1.39412 -1.10854 0.99 -0.35 1.61 0.21
H -0.30592 -2.20027 -0.03093 0.25 -0.70 -0.19 0.21
H -2.03597 -2.08654 0.46810 0.99 0.66 -0.08 0.23
H -0.87607 -0.24023 1.68192 -0.24 -0.16 0.57 0.24
H -1.55085 0.45670 0.17862 0.29 0.43 0.49 0.23
H 2.17441 1.23034 1.41984 1.32 0.93 0.30 0.13
H 0.12786 0.40894 -2.46381 0.14 -1.11 -0.80 -0.04
H 1.06857 2.27918 -2.73734 0.34 -0.28 0.05 -0.02
```
Forces are in eV/Å.

Properties
molar mass	117.088	g/mol
HOMO level	-9.12	eV
frontier orbital gap	8.7	eV
total charge	0

(7)
ORCA calculation (ωB97M-V with the def2-TZVPD basis set) on C4H2O2 in the gas phase.

```
8
Properties=species:S:1:pos:R:3:forces:R:3:nbo_charge:R:1
O 2.70537 -0.34762 -0.54347 -0.14 0.49 -0.18 -0.46
C 1.82817 0.45013 -0.77342 0.42 -0.19 -0.08 0.35
C 0.51554 0.29105 -0.20956 -1.05 -0.80 0.40 -0.03
C -0.56031 -0.08682 0.19454 1.03 0.63 -0.32 -0.04
C -1.82415 -0.45719 0.76973 -0.37 0.21 0.34 0.35
O -2.31756 0.19717 1.65656 -0.07 -0.41 -0.26 -0.46
H 1.93378 1.31956 -1.43766 0.30 -0.01 -0.05 0.14
H -2.28084 -1.36628 0.34328 -0.12 0.08 0.15 0.15
```
Forces are in eV/Å.

Properties
molar mass	82.058	g/mol
HOMO level	-10.99	eV
frontier orbital gap	10.2	eV
total charge	0

(8)
ORCA calculation (ωB97M-V with the def2-TZVPD basis set) on a molecular structure, C28H21ClI2N5O3Sn.

```
61
Properties=species:S:1:pos:R:3:forces:R:3:nbo_charge:R:1
Sn -0.09063 -0.39132 0.54585 -0.04 -0.18 -0.25 2.38
O -0.47734 -2.20214 -0.43817 0.03 0.04 0.00 -0.90
C -1.54408 -2.30592 -1.23336 -0.09 0.00 -0.07 0.45
C -1.40229 -2.78078 -2.54051 0.05 0.01 0.05 -0.30
C -2.50534 -2.91735 -3.35901 -0.09 0.00 0.00 -0.14
C -3.78746 -2.59930 -2.90447 0.06 -0.01 -0.02 -0.25
C -3.94324 -2.14642 -1.61474 0.01 0.01 0.01 -0.12
C -2.83487 -1.98033 -0.77244 0.04 0.00 0.06 -0.26
C -3.04163 -1.52110 0.57884 0.01 0.01 -0.05 0.25
N -2.11069 -1.10790 1.35289 -0.04 -0.06 0.02 -0.54
C -2.43002 -0.66193 2.69856 0.02 -0.03 0.03 -0.25
C -1.12691 -0.74980 3.47187 -0.05 0.04 0.00 -0.23
N -0.14096 0.02524 2.72087 0.01 0.01 0.08 -0.59
C 0.46869 0.98089 3.33865 0.07 0.10 -0.02 0.24
C 1.40699 1.91859 2.81281 -0.04 0.01 0.02 -0.28
C 1.89859 2.90994 3.69083 -0.01 -0.02 0.02 -0.07
C 2.77706 3.86534 3.25867 0.02 0.00 -0.06 -0.28
C 3.18431 3.84847 1.91456 -0.03 -0.01 0.06 -0.12
C 2.72326 2.89641 1.03680 0.02 0.02 -0.04 -0.28
C 1.82315 1.90666 1.46378 -0.10 -0.13 0.04 0.42
O 1.43009 0.99086 0.60821 0.20 0.15 0.08 -0.83
H -0.41101 -3.03424 -2.89523 -0.01 0.00 0.01 0.22
H -2.37180 -3.28075 -4.36988 0.00 0.00 0.00 0.23
H -4.64316 -2.71416 -3.55406 0.00 0.00 0.00 0.23
H -4.92959 -1.90330 -1.23712 0.00 0.00 0.01 0.22
H -4.07061 -1.52782 0.94736 0.01 0.00 0.01 0.19
H -3.20911 -1.27797 3.14992 0.00 -0.01 0.01 0.22
H -2.76791 0.37760 2.66961 -0.01 0.01 -0.01 0.22
H -0.80043 -1.79090 3.52776 0.01 -0.01 0.00 0.21
H -1.23616 -0.36146 4.48493 0.01 -0.01 0.00 0.21
H 0.24100 1.10388 4.39942 0.00 0.00 0.00 0.19
H 1.56447 2.90073 4.72215 0.00 0.01 0.00 0.21
H 3.15024 4.62068 3.93464 0.00 0.00 0.00 0.23
H 3.87578 4.60175 1.55939 0.01 0.00 0.00 0.23
H 3.03675 2.88365 0.00145 0.00 0.00 0.00 0.23
Cl -0.38044 3.49294 -5.30751 0.00 0.00 -0.01 0.03
C -0.66562 2.77515 -3.75865 0.01 0.00 0.02 -0.03
C -1.62510 3.28710 -2.93651 -0.01 0.00 -0.01 -0.22
C -1.88190 2.71770 -1.67038 0.01 0.00 0.00 -0.24
I -3.37196 3.51528 -0.46718 0.00 0.00 0.01 0.19
C -1.17224 1.63087 -1.22368 -0.01 0.02 -0.02 0.36
O -1.39995 1.03671 -0.06225 -0.03 0.07 0.03 -0.84
C -0.16356 1.10562 -2.08616 0.00 0.00 0.01 0.11
N 0.52089 0.03718 -1.61173 -0.05 -0.01 -0.07 -0.49
C 1.45619 -0.52305 -2.33966 0.00 0.01 0.04 0.10
C 1.78692 -0.04441 -3.61499 0.02 -0.02 0.00 -0.25
C 1.11777 1.03937 -4.11577 -0.02 0.03 -0.02 -0.10
C 0.10390 1.65546 -3.35300 0.01 -0.03 0.01 -0.10
H -2.20392 4.14097 -3.26014 0.00 0.00 0.00 0.25
H 1.96940 -1.37237 -1.90456 0.00 -0.01 -0.01 0.21
H 2.56708 -0.53105 -4.18212 0.00 0.00 0.00 0.24
H 1.35551 1.43288 -5.09467 0.00 0.00 0.00 0.25
I 5.29116 -2.84432 2.84789 0.00 0.00 0.00 0.25
C 3.48341 -2.64187 1.89058 -0.04 -0.04 0.10 -0.31
C 2.75388 -3.63062 1.25530 0.06 0.00 -0.10 -0.02
N 1.65362 -3.05418 0.76362 -0.03 0.00 0.12 -0.30
N 1.61865 -1.74707 1.06025 -0.10 0.08 0.04 -0.37
C 2.72345 -1.47994 1.75258 0.08 -0.01 -0.06 -0.01
H 2.95612 -4.67911 1.11634 0.00 0.00 0.00 0.25
H 0.86931 -3.41255 0.22737 0.02 0.00 -0.03 0.47
H 2.93228 -0.48245 2.10426 -0.01 -0.02 -0.03 0.25
```
Forces are in eV/Å.

Properties
molar mass	883.480	g/mol
HOMO level	-10.39	eV
frontier orbital gap	7.5	eV
total charge	+1

Number 1: electronic energy -16583.61187 eV. Number 2: electronic energy -292939.31273 eV. Number 3: electronic energy -41279.68994 eV. Number 4: electronic energy -83580.68899 eV. Number 5: electronic energy -7231.85982 eV. Number 6: electronic energy -17101.98230 eV. Number 7: electronic energy -8272.13236 eV. Number 8: electronic energy -77521.81047 eV.